--- one ---
DFT (ωB97M-V/def2-TZVPD) results for the ion ClHNO2S with charge -1.

Properties
Molar mass   114.5 Da
Frontier orbital gap   7.68 eV
Net charge   -1

```
6
ClHNO2S, DFT ωB97M-V/def2-TZVPD
N 0.250 -0.682 0.199
O 2.903 -1.042 0.604
O 1.902 1.106 -0.167
S 2.019 -0.392 -0.378
Cl -0.706 -2.139 -0.144
H -0.436 -0.046 -0.162
```


--- two ---
DFT (ωB97M-V/def2-TZVPD) results for the ion ClHNO2S with charge -1.

Properties
Molar mass   114.5 Da
Frontier orbital gap   7.91 eV
Net charge   -1
SMILES   N=[S@](=O)([O-])Cl

```
6
ClHNO2S, DFT ωB97M-V/def2-TZVPD
N -1.493 -0.026 -0.645
O 1.183 -1.017 -0.970
O 0.432 -0.740 1.357
S 0.374 -0.300 -0.020
Cl 1.340 1.637 0.088
H -1.837 0.446 0.190
```


Which structure loses on stability? two does.


--- one ---
DFT (ωB97M-V/def2-TZVPD) results for the ion C4H10N3S with charge +1.

Properties
Molar mass   132.2 Da
Frontier orbital gap   9.16 eV
Net charge   +1

```
18
C4H10N3S, DFT ωB97M-V/def2-TZVPD
C -0.075 0.067 -0.089
C -0.006 0.159 -1.529
C 0.642 -1.037 1.930
C -2.065 2.178 -0.315
N 2.246 -2.302 -0.014
N 1.690 -1.222 -0.319
N 0.678 -0.812 0.540
S -0.994 1.228 0.696
H -0.186 -0.882 -1.929
H -0.759 0.675 -2.041
H 0.918 0.575 -1.920
H 1.155 -0.379 2.595
H 1.167 -1.940 2.042
H -0.355 -1.036 2.389
H -2.351 2.853 0.521
H -3.056 1.653 -0.593
H -1.617 2.654 -1.209
H 2.967 -2.433 -0.756
```


--- two ---
DFT (ωB97M-V/def2-TZVPD) results for a cluster of 3 separate species, C4H10N3S in total.

Properties
Molar mass   132.2 Da
Frontier orbital gap   9.53 eV
Net charge   +1

```
18
C4H10N3S, DFT ωB97M-V/def2-TZVPD
C 0.840 -0.204 -0.539
C -4.849 -1.331 0.688
C 2.918 -1.329 0.094
C 1.567 -1.423 -0.625
N 0.270 0.786 -0.442
N -3.973 -0.868 0.075
N -1.602 2.484 -0.014
S -2.804 -0.290 -0.749
H -0.734 1.815 -0.195
H -5.646 -1.767 1.212
H 3.572 -0.611 -0.395
H 3.394 -2.305 0.077
H 2.786 -1.031 1.132
H 0.955 -2.215 -0.178
H 1.713 -1.666 -1.684
H -2.401 2.007 -0.456
H -1.443 3.406 -0.420
H -1.764 2.563 0.991
```


Which structure loses on stability? one does.


--- one ---
DFT (ωB97M-V/def2-TZVPD) results for a cluster of 2 separate species, C3H9NO2 in total.

Properties
Molar mass   91.1 Da
Frontier orbital gap (alpha / beta)   3.80 / 7.46 eV
Net charge   -1
Spin multiplicity   2
⟨S²⟩   0.753

```
15
C3H9NO2, DFT ωB97M-V/def2-TZVPD
O 1.832 0.186 -0.619
C 0.920 0.948 -0.153
C -0.497 0.444 0.137
C -0.903 -0.586 -0.882
N -1.385 1.584 0.260
H 0.955 2.016 0.103
H -0.262 -0.016 1.107
H -1.948 -0.894 -0.831
H -0.871 -0.076 -1.853
H -0.216 -1.400 -1.068
H -1.547 1.904 -0.692
H -2.271 1.271 0.647
H 2.422 -2.239 1.833
H 2.090 -1.289 0.660
O 1.680 -1.854 1.350
```


--- two ---
DFT (ωB97M-V/def2-TZVPD) results for a cluster of 2 separate species, C3H9NO2 in total.

Properties
Molar mass   91.1 Da
Frontier orbital gap (alpha / beta)   2.94 / 6.37 eV
Net charge   -1
Spin multiplicity   2
⟨S²⟩   0.754

```
15
C3H9NO2, DFT ωB97M-V/def2-TZVPD
O 1.498 -1.132 0.551
C 0.497 -1.834 0.971
C -0.152 -1.594 2.325
H -0.130 -2.410 0.266
H -0.522 -2.524 2.740
H -1.008 -0.899 2.175
H 0.514 -1.157 3.079
N 0.389 0.524 -1.779
C -0.400 1.571 -1.278
O -0.268 2.732 -2.093
H 1.362 0.605 -2.036
H 0.070 -0.425 -1.817
H -1.432 1.227 -1.322
H -0.176 1.788 -0.227
H -0.243 3.527 -1.554
```


Which structure loses on stability? two does.


--- one ---
DFT (ωB97M-V/def2-TZVPD) results for a cluster of 2 separate species, C4H3Br in total.

Properties
Molar mass   131.0 Da
Frontier orbital gap   10.59 eV
SMILES   C#CBr.C#C

```
8
C4H3Br, DFT ωB97M-V/def2-TZVPD
C -1.509 -1.233 -0.263
C -1.203 -1.124 0.893
C 0.771 1.628 -0.697
C 1.581 0.916 -0.166
Br 2.921 0.160 0.822
H -1.905 -1.617 -1.180
H -0.510 -0.920 1.640
H -0.145 2.191 -1.049
```


--- two ---
DFT (ωB97M-V/def2-TZVPD) results for a cluster of 2 separate species, C4H3Br in total.

Properties
Molar mass   131.0 Da
Frontier orbital gap   6.99 eV

```
8
C4H3Br, DFT ωB97M-V/def2-TZVPD
C 0.207 -0.718 1.914
C -0.404 -1.176 2.921
C 0.346 0.123 0.940
C 0.063 0.039 -1.468
Br -1.298 1.341 -1.418
H 0.586 1.095 0.737
H -0.376 -0.955 -1.510
H 0.877 0.250 -2.117
```


Which structure loses on stability? two does.


--- one ---
DFT (ωB97M-V/def2-TZVPD) results for a cluster of 2 separate species, C2H4INO2 in total.

Properties
Molar mass   201.0 Da
Frontier orbital gap   9.63 eV
SMILES   C=CI.O=NO

```
10
C2H4INO2, DFT ωB97M-V/def2-TZVPD
C -2.614 0.416 0.152
C -1.447 0.031 -0.223
N 2.604 -0.998 0.318
O 3.203 0.134 -0.066
O 2.783 -1.885 -0.460
I 0.280 1.341 -0.145
H 2.763 0.920 0.321
H -3.431 -0.410 0.174
H -2.970 1.339 0.496
H -1.172 -0.887 -0.566
```


--- two ---
DFT (ωB97M-V/def2-TZVPD) results for the molecule C2H4INO2.

Properties
Molar mass   201.0 Da
Frontier orbital gap   9.48 eV
SMILES   C[C@@H](I)[N+](=O)[O-]

```
10
C2H4INO2, DFT ωB97M-V/def2-TZVPD
C -0.831 -0.630 -0.576
C 0.559 -0.227 0.176
N 0.298 0.980 0.962
O 0.216 1.987 0.302
O 0.245 0.965 2.188
I 2.268 -0.040 -1.166
H -1.083 0.169 -1.406
H -1.781 -0.752 -0.022
H -0.816 -1.530 -1.268
H 0.925 -0.921 0.810
```


Which structure loses on stability? one does.


--- one ---
DFT (ωB97M-V/def2-TZVPD) results for the molecule C2H4INO2.

Properties
Molar mass   201.0 Da
Frontier orbital gap   7.77 eV
SMILES   C/C(=N\O)OI

```
10
C2H4INO2, DFT ωB97M-V/def2-TZVPD
C 0.182 -0.320 0.355
C 0.096 0.902 -0.529
N -0.754 -1.150 0.596
O 1.236 -0.511 1.207
O -1.879 -0.975 -0.266
I 3.100 0.191 0.786
H -0.037 0.517 -1.616
H -0.757 1.527 -0.177
H 0.899 1.700 -0.222
H -2.086 -1.881 -0.134
```


--- two ---
DFT (ωB97M-V/def2-TZVPD) results for a cluster of 3 separate species, C2H4INO2 in total.

Properties
Molar mass   201.0 Da
Frontier orbital gap   10.33 eV
SMILES   C#[N+][O-].C=O.I

```
10
C2H4INO2, DFT ωB97M-V/def2-TZVPD
C -0.985 1.739 -0.650
C -0.220 -1.663 0.383
N -0.296 2.134 0.197
O -1.083 -0.878 0.604
O 0.661 2.549 0.776
I 3.058 0.108 -0.029
H 2.228 1.545 0.004
H -1.586 1.166 -1.179
H -0.075 -2.196 -0.708
H 0.534 -2.113 1.211
```


Which structure loses on stability? two does.